Record 1
# C5H11NO2

The molecule C5H11NO2 (wB97M-V/def2-TZVPD, the OMol25 dataset).

Summary:
* net charge: 0
* electronic energy: -10948.0865 eV
* relative energy (zero: lowest compared OMol25 entry of this formula, charge and spin): 1.180 eV
* HOMO level: -9.923 eV

Last column: Mulliken charge in e.
Positions of all 19 atoms, in Å:
C: -0.64265 0.40719 -0.69470  0.0177
C: -1.67051 -0.38138 0.02965  0.3999
C: 0.89153 0.26758 -0.08857  0.2046
C: 1.59049 -0.96135 -0.69654  -1.3766
C: 0.94838 0.29627 1.46058  -1.3008
H: -0.65297 2.09839 0.18934  0.2381
H: -1.92493 1.93736 -0.91537  0.2931
H: -0.75861 0.14699 -1.70325  0.5434
H: 1.33569 1.24140 -0.40230  0.3690
H: 1.86834 -0.99032 -1.79669  0.3159
H: 0.88799 -1.86934 -0.43515  0.2487
H: 2.56066 -1.14015 -0.23414  0.4171
H: 0.03818 0.41096 2.01195  0.3594
H: 1.54239 1.17076 1.64543  0.3248
H: 1.47617 -0.63824 1.78944  0.3624
H: -2.36489 -2.12370 0.14937  0.3266
N: -0.91929 1.85187 -0.72344  -0.7135
O: -2.66655 0.01558 0.60331  -0.5914
O: -1.53943 -1.73989 -0.18891  -0.4384

---

Record 2
# C5H11NO2

The molecule C5H11NO2 (wB97M-V/def2-TZVPD, the OMol25 dataset).

Summary:
* net charge: 0
* electronic energy: -10944.4197 eV
* relative energy (zero: lowest compared OMol25 entry of this formula, charge and spin): 4.847 eV
* HOMO level: -6.422 eV

Last column: Mulliken charge in e.
Positions of all 19 atoms, in Å:
C: -1.85707 0.85786 1.03136  -0.7460
C: -0.32860 -0.15617 -0.69176  0.4542
C: -0.94380 0.14309 -1.87938  -0.8504
O: -0.56313 0.88337 0.46918  -0.4053
O: -0.50495 -1.42598 -0.15252  -0.5097
H: -1.20888 -1.86856 -0.64070  0.3580
H: -1.94247 1.71296 1.70472  0.2624
H: -2.04086 -0.06546 1.59492  0.2802
H: -2.61061 0.93084 0.23825  0.3100
H: -1.31305 -0.64655 -2.51297  0.2318
H: -0.88140 1.13666 -2.28962  0.2882
N: 1.64648 -0.14956 1.62574  -0.3113
C: 2.11074 -0.48116 0.42289  -0.0860
C: 1.55804 0.04921 -0.76830  -0.8753
H: 0.82508 0.48798 1.58658  0.3423
H: 1.73912 -0.80025 2.38998  0.2458
H: 2.81044 -1.30875 0.38499  0.3496
H: 1.91069 -0.43111 -1.67302  0.3499
H: 1.59424 1.13157 -0.84033  0.3116

---

Record 3
# C5H11NO2

The molecule C5H11NO2 (wB97M-V/def2-TZVPD, the OMol25 dataset).

Summary:
* net charge: 0
* electronic energy: -10947.4403 eV
* relative energy (zero: lowest compared OMol25 entry of this formula, charge and spin): 1.827 eV
* HOMO level: -9.694 eV

Last column: Mulliken charge in e.
Positions of all 19 atoms, in Å:
C: -0.41127 0.42389 -2.97011  -1.0579
C: 0.47754 0.48831 -1.74399  -0.3633
C: -1.03438 -0.43867 -0.09072  -0.3629
N: 0.17090 -0.64576 -0.83588  -0.4593
H: -0.12500 -0.46985 -3.53648  0.2870
H: -1.48967 0.41817 -2.78204  0.3251
H: -0.18604 1.27009 -3.62934  0.3489
H: 1.50151 0.28918 -2.06627  0.3198
H: 0.42992 1.39798 -1.13735  0.3494
H: -1.67005 -1.31940 0.00051  0.2302
H: -1.60739 0.45337 -0.34026  0.3302
H: 0.76467 -0.44310 -0.01123  0.3548
O: -0.91278 -0.26149 1.54144  -0.4081
C: 0.25179 0.10113 1.95859  0.8790
O: 1.09828 0.74853 1.34553  -0.6245
C: 0.63272 -0.41449 3.35843  -0.9910
H: 1.10449 0.42458 3.85549  0.3004
H: -0.29508 -0.74810 3.84838  0.3037
H: 1.29986 -1.27438 3.23531  0.2386

---

Record 4
# C5H11NO2

A cluster of 2 separate species, C5H11NO2 in total (wB97M-V/def2-TZVPD, the OMol25 dataset).

Summary:
* net charge: 0
* electronic energy: -10947.5373 eV
* relative energy (zero: lowest compared OMol25 entry of this formula, charge and spin): 1.730 eV
* HOMO level: -8.912 eV

Last column: Mulliken charge in e.
Positions of all 19 atoms, in Å:
N: 1.89373 -0.73862 0.34633  -0.5036
C: 1.73165 0.32241 1.33535  -0.5940
C: 0.46022 1.09067 0.98749  -0.6002
C: -0.36319 0.06195 0.25280  -0.4415
C: 0.64456 -0.89621 -0.40350  0.1631
C: 0.89723 -0.55042 -1.87613  -0.2018
O: 0.00802 -0.05925 -2.52990  -0.4886
H: 2.24901 -1.58925 0.75430  0.2752
H: 1.68846 -0.06974 2.35853  0.2479
H: 2.60406 0.96989 1.41683  0.3298
H: 0.64058 2.03228 0.52110  0.3059
H: -0.07051 1.46027 1.91347  0.2905
H: -1.06048 0.44406 -0.48267  0.0907
H: -1.04412 -0.49610 0.89697  0.4051
H: 0.38039 -1.96172 -0.28594  0.3454
H: 1.90761 -0.62861 -2.30298  0.3682
H: -3.40794 0.45956 -0.96275  0.3539
H: -4.84509 -0.16621 -1.28766  0.3095
O: -4.31417 0.31505 -0.65164  -0.6554

---

Record 5
# C5H11NO2

The molecule C5H11NO2 (wB97M-V/def2-TZVPD, the OMol25 dataset).

Summary:
* net charge: 0
* electronic energy: -10943.2703 eV
* relative energy (zero: lowest compared OMol25 entry of this formula, charge and spin): 5.997 eV
* HOMO level: -9.006 eV

Last column: Mulliken charge in e.
Positions of all 19 atoms, in Å:
C: 1.20525 -0.41802 1.52616  -0.9943
N: 1.05661 -0.52479 0.08608  0.0584
C: 2.28407 -0.71615 -0.63627  -0.9703
C: 0.18035 1.76682 -0.26535  -1.1020
C: 0.05349 0.26422 -0.54776  0.0386
C: -1.53538 -0.37598 -0.15954  0.2458
O: -2.22621 -0.22041 -1.20009  -0.5433
O: -1.70603 0.16295 0.99315  -0.5225
H: 1.73638 -1.31591 1.84724  0.3471
H: 1.75644 0.46773 1.86772  0.3428
H: 0.20069 -0.40556 1.93664  0.3139
H: 3.06379 -0.03247 -0.26843  0.3248
H: 2.67752 -1.73291 -0.54637  0.2942
H: 2.14479 -0.51574 -1.70021  0.3735
H: 0.26411 2.38276 -1.15983  0.2800
H: 1.10584 1.89666 0.29314  0.2967
H: -0.65225 2.16491 0.30198  0.3637
H: 0.20954 0.06433 -1.60439  0.5616
H: -1.55172 -1.51531 0.02517  0.2912

---

Record 6
# C5H11NO2

The molecule C5H11NO2 (wB97M-V/def2-TZVPD, the OMol25 dataset).

Summary:
* net charge: 0
* electronic energy: -10947.9229 eV
* relative energy (zero: lowest compared OMol25 entry of this formula, charge and spin): 1.344 eV
* HOMO level: -9.352 eV

Last column: Mulliken charge in e.
Positions of all 19 atoms, in Å:
C: 2.08934 1.23643 -0.57329  -1.2518
C: 1.24404 -0.15163 -0.18257  0.2024
C: -0.21818 0.26995 -0.09932  -0.9208
C: -1.20511 -1.03651 0.04684  -0.6107
C: -2.64268 -0.49850 0.16285  0.5059
O: -3.04151 -0.11579 -1.07713  -0.4468
O: -3.34528 -0.53915 1.16411  -0.5588
N: 1.64515 -0.72188 1.14738  -0.6124
H: 1.77316 2.08004 0.17290  0.2399
H: 3.10807 1.15018 -0.29648  0.4162
H: 1.87497 1.53935 -1.53310  0.3881
H: 1.38471 -1.05511 -0.90399  0.2615
H: -0.52091 0.88247 0.73622  0.3974
H: -0.39685 0.75315 -1.01284  0.4056
H: -0.88518 -1.48071 0.95048  0.3860
H: -1.02075 -1.81035 -0.73641  0.3665
H: -3.89286 0.44833 -1.06265  0.3500
H: 2.67396 -0.87780 1.23242  0.2478
H: 1.37589 -0.07248 1.86459  0.2341

---

Record 7
# C5H11NO2

A cluster of 2 separate species, C5H11NO2 in total (wB97M-V/def2-TZVPD, the OMol25 dataset).

Summary:
* net charge: 0
* electronic energy: -10946.1989 eV
* relative energy (zero: lowest compared OMol25 entry of this formula, charge and spin): 3.068 eV
* HOMO level: -8.218 eV

Last column: Mulliken charge in e.
Positions of all 19 atoms, in Å:
C: 1.77675 -1.47593 0.49170  -1.2224
C: -0.91245 1.15013 1.26861  -0.8412
C: 0.84624 -0.29469 0.39103  0.7870
C: 0.08649 0.11749 1.46965  -0.5699
O: 1.31830 0.72236 -0.47390  -0.5176
H: 2.24166 0.90549 -0.26962  0.3351
H: -0.11938 -0.62132 2.23318  0.2243
H: 1.88061 -1.95147 -0.48368  0.3238
H: 1.39643 -2.20921 1.19932  0.3373
H: 2.77243 -1.16059 0.82372  0.3721
H: -1.58920 0.65222 0.42157  0.1863
H: -1.43495 1.44995 2.17348  0.3743
H: -0.54402 2.01787 0.72479  0.2586
N: -1.17330 0.66393 -2.10374  -0.2836
C: -1.50341 -0.33124 -1.24616  0.0373
O: -2.48568 -1.02742 -1.29824  -0.5778
H: -1.88151 0.99271 -2.74518  0.2082
H: -0.26589 1.09061 -1.99702  0.2448
H: -0.40912 -0.69091 -0.57951  0.3233

---

Record 8
# C5H11NO2

A cluster of 2 separate species, C5H11NO2 in total (wB97M-V/def2-TZVPD, the OMol25 dataset).

Summary:
* net charge: 0
* electronic energy: -10947.7915 eV
* relative energy (zero: lowest compared OMol25 entry of this formula, charge and spin): 1.475 eV
* HOMO level: -9.242 eV

Last column: Mulliken charge in e.
Positions of all 19 atoms, in Å:
C: 0.84768 0.77525 0.58225  0.3457
C: -0.28540 1.19219 -0.40298  -0.9509
C: -1.03028 -0.12691 -0.11849  0.7182
C: -2.36054 -0.01976 0.61081  -1.5794
C: 0.13864 -0.56610 0.75208  -0.1313
N: 2.21852 0.72984 0.14487  -0.6695
O: 1.45365 -1.79151 -1.41906  -0.6473
O: 0.40037 -1.58278 1.33412  -0.6091
H: 1.95993 -1.87710 -0.60340  0.3298
H: 0.80763 1.33623 1.52298  0.3955
H: 2.28220 0.25242 -0.74702  0.2440
H: 2.59038 1.66511 0.03160  0.2512
H: -0.82807 2.09356 -0.12719  0.3062
H: 0.06222 1.27709 -1.43024  0.2675
H: -1.14149 -0.76883 -0.99451  0.3187
H: 0.95899 -2.60788 -1.50877  0.2901
H: -2.27487 0.64322 1.46675  0.3538
H: -2.67635 -0.99655 0.96381  0.3589
H: -3.12329 0.37250 -0.05769  0.4080